## one
10
Properties=species:S:1:pos:R:3 method="wB97M-V/def2-TZVPD" gap_ev=8.51
C 1.904 0.376 0.474
C -0.793 0.873 0.690
O -1.692 -1.603 -1.179
S 0.663 1.649 0.058
Cl -2.172 1.707 0.328
H 2.433 0.801 1.349
H 2.727 0.248 -0.241
H 1.497 -0.683 0.727
H -2.242 -2.172 -1.644
H -2.324 -1.195 -0.563

## two
10
Properties=species:S:1:pos:R:3 method="wB97M-V/def2-TZVPD" gap_ev=9.16 smiles="CC=O.SCl"
C -1.545 -0.051 0.612
C -0.552 0.921 -0.037
O 0.039 0.895 -1.093
H -0.842 -0.822 1.181
H -2.123 0.582 1.149
H -2.097 -0.511 -0.235
H -0.223 1.626 0.783
S 3.210 -0.633 -0.816
Cl 1.974 -2.129 -0.050
H 2.160 0.122 -1.495

Stability ranking, top entry: two; the second entry is 0.0513 hartree less favorable.

## one
28
Properties=species:S:1:pos:R:3 method="wB97M-V/def2-TZVPD" gap_ev=7.60 smiles=CCCCc1cccc2nccnc12
C -1.345 -3.745 -1.281
C -0.606 -2.570 -2.146
C -0.673 -1.131 -1.431
C 0.777 -0.398 -1.302
C 0.891 0.218 0.191
C 1.542 -0.609 1.316
C 1.652 -0.017 2.760
C 1.087 1.393 3.015
C 0.410 2.259 1.877
N -0.081 3.555 2.257
C -0.631 4.234 1.133
C -0.712 3.644 -0.301
N -0.235 2.359 -0.688
C 0.316 1.674 0.449
H -0.925 -4.780 -1.541
H -1.166 -3.502 -0.171
H -2.474 -3.797 -1.531
H -1.154 -2.572 -3.168
H 0.473 -2.909 -2.367
H -1.129 -1.287 -0.394
H -1.411 -0.492 -2.042
H 1.618 -1.157 -1.521
H 0.789 0.427 -2.109
H 1.970 -1.641 1.106
H 2.153 -0.580 3.619
H 1.150 1.860 4.068
H -1.083 5.275 1.317
H -1.206 4.288 -1.114

## two
28
Properties=species:S:1:pos:R:3 method="wB97M-V/def2-TZVPD" gap_ev=9.65 smiles="c1ccc([C@]23CC[C@H](CC2)N=N3)cc1"
C 1.937 -3.059 -1.845
C 1.447 -3.098 -0.456
C 0.953 -2.004 0.289
C 0.631 -0.860 -0.453
C -0.022 0.383 0.217
C -0.134 0.462 1.719
C -0.731 1.756 2.216
C -0.992 2.596 0.932
C -1.894 1.903 -0.036
C -1.453 0.438 -0.289
N 0.399 2.678 0.273
N 0.800 1.531 -0.177
C 1.036 -0.804 -1.796
C 1.755 -1.887 -2.416
H 2.468 -3.882 -2.478
H 1.656 -3.995 0.065
H 0.519 -2.153 1.261
H 0.887 0.319 2.227
H -0.869 -0.332 1.943
H -1.681 1.581 2.773
H 0.019 2.188 2.824
H -1.321 3.635 1.029
H -1.860 2.428 -0.998
H -2.968 2.025 0.252
H -1.984 -0.376 0.132
H -1.634 0.181 -1.372
H 0.894 0.093 -2.410
H 2.142 -1.748 -3.426

Stability ranking, top entry: two; the second entry is 0.1172 hartree less favorable.

## one
15
Properties=species:S:1:pos:R:3 method="wB97M-V/def2-TZVPD" gap_ev=8.46 smiles="CC1=CC(=O)C=CC1=O"
C -1.932 -1.642 0.116
C -0.799 -0.768 0.045
C 0.475 -1.129 -0.072
C 1.548 -0.259 -0.045
O 2.814 -0.771 0.003
C 1.346 1.181 0.071
C 0.207 1.626 0.039
C -1.035 0.818 -0.002
O -2.154 1.235 -0.053
H -2.852 -1.154 -0.651
H -1.760 -2.635 -0.600
H -2.296 -1.655 1.125
H 0.648 -2.278 -0.231
H 2.066 2.250 0.198
H 0.049 2.795 -0.349

## two
15
Properties=species:S:1:pos:R:3 method="wB97M-V/def2-TZVPD" gap_ev="8.05 / 6.31"
C -1.855 0.664 0.250
C -1.308 -0.531 0.032
C -2.785 -0.401 0.101
C 0.456 1.942 0.167
C -0.113 -1.216 -0.291
C 1.291 0.810 0.626
C 1.152 -0.377 -0.387
O -3.899 -0.854 0.038
O 0.535 2.920 -0.425
H 0.148 -2.068 0.336
H -0.114 -1.853 -1.218
H 2.420 1.106 0.756
H 0.887 0.664 1.702
H 2.046 -0.930 -0.282
H 1.140 0.125 -1.405

Stability ranking, top entry: one; the second entry is 0.0482 hartree less favorable.

## one
90
Properties=species:S:1:pos:R:3 method="wB97M-V/def2-TZVPD" gap_ev=10.14
C 9.152 13.660 13.936
O 8.477 13.982 12.736
H 9.670 12.739 13.723
H 9.912 14.391 14.212
H 8.498 13.536 14.800
H 7.684 14.502 12.954
C 11.686 6.168 10.640
O 10.569 6.018 9.766
H 12.580 6.041 10.019
H 11.732 7.154 11.131
H 11.743 5.344 11.348
H 9.817 6.020 10.379
C 11.341 12.174 7.017
O 12.294 11.943 7.995
H 10.435 11.530 7.171
H 11.119 13.244 7.059
H 11.808 11.910 6.100
H 12.718 11.095 7.826
C 14.329 11.947 11.413
O 13.936 12.743 12.549
H 14.276 10.914 11.648
H 13.732 12.145 10.492
H 15.397 12.121 11.139
H 13.867 13.648 12.217
C 11.324 13.790 10.581
O 10.070 13.828 9.967
H 11.706 14.811 10.793
H 11.412 13.244 11.553
H 12.111 13.391 9.945
H 9.458 13.748 10.734
C 6.440 10.855 12.448
O 6.891 9.967 11.425
H 5.391 11.049 12.252
H 6.545 10.383 13.433
H 6.973 11.823 12.436
H 7.609 10.334 10.898
C 13.841 8.993 9.545
O 13.426 9.425 8.179
H 14.268 7.990 9.592
H 14.613 9.675 9.871
H 12.979 9.150 10.196
H 12.824 8.720 7.855
C 7.188 6.134 9.629
O 7.723 5.813 10.895
H 7.205 5.260 8.953
H 6.099 6.346 9.788
H 7.697 6.946 9.088
H 7.623 6.584 11.470
C 12.152 9.758 13.502
O 12.028 11.125 13.987
H 13.174 9.418 13.565
H 11.428 9.153 14.088
H 11.838 9.836 12.494
H 12.557 11.746 13.509
C 7.187 7.568 13.586
O 8.214 7.901 12.671
H 7.125 8.261 14.452
H 6.232 7.498 13.081
H 7.419 6.562 13.919
H 7.910 8.658 12.139
C 6.740 13.578 8.845
O 7.864 12.876 8.375
H 6.003 12.881 9.307
H 6.932 14.293 9.638
H 6.143 14.037 8.079
H 8.697 13.346 8.586
C 10.190 10.644 10.604
O 8.936 10.798 9.846
H 10.378 9.596 10.600
H 11.033 11.196 10.118
H 10.010 10.991 11.645
H 8.849 11.625 9.362
C 9.783 8.333 7.468
O 11.064 7.769 7.679
H 9.811 9.015 6.635
H 9.123 7.520 7.196
H 9.359 8.764 8.361
H 10.858 7.028 8.233
C 9.343 10.520 15.640
O 10.221 11.501 16.103
H 8.314 10.732 16.032
H 9.233 10.502 14.535
H 9.623 9.524 15.971
H 10.982 11.561 15.486
C 6.784 9.641 7.825
O 6.310 8.595 7.002
H 6.101 10.451 7.973
H 7.032 9.293 8.845
H 7.688 10.045 7.384
H 5.373 8.728 6.797

## two
90
Properties=species:S:1:pos:R:3 method="wB97M-V/def2-TZVPD" gap_ev=10.12
C 16.668 24.359 1.966
O 16.011 24.196 3.202
H 17.367 23.538 1.803
H 15.994 24.480 1.118
H 17.338 25.217 2.009
H 15.472 23.402 3.205
C 22.411 23.589 11.659
O 22.277 24.206 12.932
H 21.578 22.948 11.373
H 22.486 24.378 10.910
H 23.302 22.963 11.607
H 21.614 23.706 13.414
C 14.139 13.308 4.784
O 13.960 12.809 3.460
H 15.031 12.832 5.191
H 14.181 14.395 4.848
H 13.276 12.972 5.359
H 14.737 13.028 2.939
C 21.329 15.591 5.819
O 21.887 15.469 4.541
H 20.340 16.039 5.721
H 21.238 14.697 6.436
H 21.937 16.332 6.337
H 22.632 14.888 4.713
C 18.365 27.392 7.342
O 17.077 26.869 7.643
H 19.153 26.653 7.490
H 18.418 27.841 6.350
H 18.537 28.172 8.084
H 16.926 26.256 6.920
C 16.750 13.536 11.470
O 17.770 14.502 11.167
H 17.253 12.636 11.823
H 16.067 13.797 12.279
H 16.217 13.175 10.590
H 17.427 15.067 10.470
C 18.474 20.513 15.775
O 18.349 21.922 15.625
H 18.580 20.192 16.811
H 17.666 20.064 15.197
H 19.374 20.130 15.293
H 17.796 22.225 16.349
C 16.314 20.072 8.827
O 16.274 18.886 8.126
H 16.760 19.898 9.807
H 17.007 20.701 8.268
H 15.351 20.551 9.003
H 15.806 19.036 7.301
C 12.615 25.885 12.257
O 12.453 26.043 10.851
H 13.406 25.153 12.418
H 12.923 26.834 12.698
H 11.684 25.546 12.711
H 13.322 26.338 10.570
C 9.160 22.956 6.795
O 8.628 23.201 8.038
H 9.034 23.769 6.080
H 10.208 22.661 6.851
H 8.534 22.151 6.410
H 9.256 23.861 8.341
C 23.016 22.104 4.887
O 23.084 23.498 4.787
H 22.351 21.621 4.172
H 23.978 21.657 4.638
H 22.746 21.800 5.898
H 23.387 23.722 3.904
C 15.480 18.530 2.257
O 14.448 19.133 3.023
H 15.227 17.535 1.892
H 15.630 19.203 1.413
H 16.397 18.489 2.844
H 13.587 18.942 2.644
C 23.177 16.234 13.633
O 22.611 16.799 12.526
H 22.953 16.837 14.513
H 22.910 15.177 13.668
H 24.253 16.363 13.514
H 21.701 16.496 12.551
C 9.984 17.162 8.474
O 9.236 15.989 8.533
H 11.023 17.114 8.799
H 10.070 17.471 7.432
H 9.438 17.942 9.004
H 9.435 15.549 9.363
C 11.919 19.401 13.811
O 10.904 18.684 14.455
H 12.488 20.047 14.480
H 12.573 18.625 13.414
H 11.530 20.033 13.013
H 10.381 19.318 14.951

Stability ranking, top entry: one; the second entry is 0.1333 hartree less favorable.

## one
79
Properties=species:S:1:pos:R:3 method="wB97M-V/def2-TZVPD" gap_ev=9.71
N 2.082 -2.136 -0.116
H 2.784 -2.631 -0.300
H 1.823 -2.054 0.822
H 1.428 -2.445 -0.689
H 2.264 -1.112 -0.314
F 0.205 -0.001 -0.400
C -3.069 1.621 0.093
C -1.840 2.360 0.580
C -0.973 3.138 -0.407
O -0.944 4.422 0.020
C -1.888 4.538 1.065
O -2.196 5.661 1.519
O -2.221 3.354 1.479
H -3.849 2.437 -0.054
H -3.552 0.995 0.778
H -2.980 0.979 -0.731
H -1.231 1.779 1.110
H -1.511 3.076 -1.232
H -0.144 2.706 -0.592
C 2.283 3.283 1.262
C 2.816 3.146 -0.094
C 4.086 2.227 -0.240
S 3.914 1.341 1.282
O 4.758 1.881 2.347
O 3.918 -0.081 1.051
C 2.279 1.825 1.812
H 1.180 3.776 1.268
H 2.896 3.959 1.929
H 2.984 4.138 -0.696
H 2.074 2.770 -0.739
H 4.882 2.998 -0.582
H 4.047 1.654 -1.253
H 2.351 1.634 2.918
H 1.539 1.237 1.268
C 0.373 -1.806 3.982
C -0.829 -2.163 4.870
C -1.593 -0.918 5.156
S -1.690 -0.089 3.630
O -1.543 1.366 3.879
O -2.947 -0.498 2.961
C -0.268 -0.909 2.911
H 0.973 -2.535 3.934
H 0.946 -1.044 4.556
H -0.676 -2.453 5.936
H -1.318 -2.621 4.073
H -1.148 -0.243 5.960
H -2.470 -1.076 5.604
H 0.374 -0.203 2.526
H -0.499 -1.294 1.915
C 0.799 0.679 -5.699
C -0.294 0.567 -4.845
C 0.057 0.863 -3.506
S 1.587 -0.043 -3.309
O 1.390 -1.436 -3.041
O 2.529 0.757 -2.547
C 2.053 0.208 -4.952
H 0.900 1.815 -5.864
H 0.753 0.256 -6.709
H -0.726 -0.408 -5.023
H -1.209 1.048 -5.074
H -0.875 0.468 -2.767
H 0.097 2.093 -3.287
H 2.573 -0.536 -5.518
H 2.752 1.054 -4.958
C -3.008 -3.291 0.359
C -2.347 -2.343 -0.690
C -1.543 -3.084 -1.830
S -1.228 -4.681 -1.152
O 0.214 -4.664 -0.996
O -1.887 -5.639 -1.974
C -2.079 -4.516 0.374
H -3.856 -3.910 -0.299
H -3.069 -2.570 1.297
H -1.627 -1.957 -0.073
H -2.883 -1.544 -0.912
H -0.731 -2.396 -2.139
H -2.210 -3.273 -2.727
H -1.445 -4.230 1.097
H -2.528 -5.306 0.745

## two
79
Properties=species:S:1:pos:R:3 method="wB97M-V/def2-TZVPD" gap_ev=7.30
N -0.195 -0.112 2.046
H -0.947 0.011 1.537
H 0.431 -0.611 1.551
H -0.616 -0.591 2.891
H 0.346 0.802 2.248
F 0.963 0.336 4.540
C 5.146 -4.124 1.545
C 3.603 -4.118 1.405
C 2.866 -3.299 2.395
O 2.277 -2.342 1.503
C 2.561 -2.520 0.267
O 2.175 -1.870 -0.578
O 3.374 -3.510 0.140
H 5.429 -4.549 2.410
H 5.641 -3.010 1.506
H 5.595 -4.615 0.598
H 3.092 -5.137 1.386
H 3.414 -2.776 3.147
H 2.211 -4.120 2.767
C 0.229 5.594 2.415
C 0.837 4.541 3.003
C -0.222 3.768 3.744
S -1.602 3.832 2.717
O -2.762 3.982 3.591
O -1.458 2.694 1.916
C -1.133 5.275 1.869
H 0.820 6.103 1.569
H 0.140 6.421 3.235
H 1.700 4.870 3.719
H 1.366 3.900 2.418
H -0.687 4.354 4.532
H 0.009 2.645 4.053
H -1.937 6.348 1.901
H -1.001 4.870 0.858
C -4.219 1.640 -3.284
C -3.112 0.706 -3.850
C -2.924 -0.524 -2.884
S -3.111 0.176 -1.322
O -1.759 0.390 -0.993
O -3.867 -0.719 -0.435
C -4.006 1.714 -1.772
H -5.051 0.935 -3.207
H -4.414 2.703 -3.862
H -2.105 1.385 -3.886
H -3.364 0.263 -5.005
H -1.865 -1.029 -2.886
H -3.650 -1.399 -3.026
H -3.494 2.395 -1.234
H -4.932 1.571 -1.330
C 3.148 2.928 -3.008
C 1.793 3.605 -3.047
C 0.778 3.010 -2.069
S 1.945 2.748 -0.711
O 1.727 1.588 0.157
O 2.017 4.064 -0.076
C 3.535 2.562 -1.483
H 3.896 3.267 -3.334
H 3.170 2.078 -3.571
H 1.453 3.324 -4.091
H 2.137 4.699 -2.821
H 0.526 1.931 -2.362
H -0.147 3.780 -1.713
H 3.586 1.600 -1.265
H 4.349 3.167 -1.182
C -0.855 -6.169 -0.535
C -2.410 -6.225 -0.446
C -2.876 -4.829 -0.114
S -1.578 -3.757 -0.389
O -1.450 -2.770 0.712
O -1.720 -3.316 -1.748
C -0.255 -4.828 -0.209
H -0.695 -6.244 -1.550
H -0.327 -6.949 -0.203
H -2.571 -6.955 0.426
H -2.811 -6.456 -1.451
H -2.972 -4.632 0.811
H -3.659 -4.767 -0.855
H -0.136 -4.974 0.910
H 0.645 -4.699 -0.669

Stability ranking, top entry: one; the second entry is 0.0721 hartree less favorable.